Entry 1:
Formula: C49H103F3N4O5
Source: the OMol25 dataset
Level of theory: wB97M-V/def2-TZVPD

```
! wB97M-V def2-TZVPD RIJCOSX def2/J DEFGRID3
* xyz 2 1
O -1.273 0.756 -1.423
C -1.616 -0.072 -0.474
O -0.994 0.112 0.559
O -2.463 -0.890 -0.679
H -0.764 1.269 -0.791
C 3.392 -5.492 -4.045
C 3.057 -4.047 -4.253
C 4.263 -3.132 -4.591
C 3.732 -1.675 -4.726
N 4.636 -0.639 -5.496
C 3.873 0.690 -5.733
C 2.759 0.492 -6.774
C 3.455 -0.556 -7.629
C 4.806 -0.974 -6.977
C 6.048 -0.435 -4.896
C 7.109 0.570 -5.617
C 8.453 0.669 -4.866
H 3.837 -5.593 -3.055
H 4.108 -5.837 -4.791
H 2.582 -6.219 -4.094
H 2.653 -3.644 -3.324
H 2.348 -3.888 -5.066
H 4.650 -3.506 -5.539
H 5.064 -3.282 -3.867
H 3.496 -1.123 -3.816
H 2.888 -1.693 -5.416
H 4.563 1.430 -6.139
H 3.400 1.058 -4.822
H 2.732 1.481 -7.231
H 1.744 0.258 -6.451
H 3.684 -0.195 -8.632
H 2.815 -1.420 -7.811
H 5.551 -0.301 -7.400
H 5.038 -2.025 -7.150
H 6.405 -1.464 -4.939
H 5.912 -0.182 -3.844
H 6.646 1.548 -5.755
H 7.328 0.256 -6.638
H 8.893 1.666 -4.849
H 9.211 -0.080 -5.095
H 8.266 0.530 -3.801
C 5.899 -4.317 4.787
C 4.423 -4.226 4.351
C 3.507 -4.485 5.458
C 2.041 -4.637 4.949
N 0.971 -4.611 6.067
C -0.463 -4.561 5.550
C -0.980 -5.906 5.157
C -0.038 -6.768 6.067
C 0.934 -5.932 6.881
C 1.089 -3.348 6.985
C 1.158 -1.921 6.254
C 1.424 -0.840 7.328
H 6.041 -3.817 5.745
H 6.510 -3.993 3.945
H 6.335 -5.303 4.945
H 4.181 -4.936 3.561
H 4.254 -3.216 3.978
H 3.710 -3.757 6.243
H 3.801 -5.452 5.864
H 1.882 -5.602 4.466
H 1.776 -3.754 4.367
H -1.091 -4.302 6.402
H -0.560 -3.866 4.715
H -2.053 -6.030 5.303
H -0.804 -6.120 4.103
H -0.607 -7.474 6.672
H 0.613 -7.390 5.453
H 0.639 -5.598 7.876
H 1.973 -6.224 7.034
H 1.958 -3.567 7.606
H 0.296 -3.313 7.732
H 0.284 -1.682 5.649
H 1.958 -1.929 5.513
H 0.623 -0.936 8.061
H 1.425 0.097 6.770
H 2.379 -1.138 7.762
C -8.995 -8.203 -10.117
C -8.053 -8.818 -8.946
C -7.427 -7.798 -7.967
C -8.364 -7.055 -7.027
N -7.786 -6.032 -6.036
C -8.985 -5.466 -5.170
C -8.514 -4.104 -4.592
C -7.433 -3.570 -5.584
C -7.283 -4.680 -6.638
C -6.710 -6.752 -5.109
C -6.996 -8.152 -4.444
C -5.796 -8.596 -3.616
H -9.561 -8.935 -10.694
H -8.370 -7.713 -10.864
H -9.667 -7.439 -9.729
H -7.280 -9.422 -9.420
H -8.614 -9.525 -8.334
H -6.945 -7.024 -8.566
H -6.654 -8.260 -7.352
H -9.023 -7.789 -6.565
H -9.009 -6.457 -7.671
H -9.084 -6.228 -4.396
H -9.914 -5.521 -5.736
H -7.938 -4.420 -3.723
H -9.322 -3.441 -4.282
H -6.447 -3.251 -5.248
H -7.791 -2.701 -6.136
H -6.326 -4.725 -7.158
H -8.009 -4.503 -7.431
H -6.413 -5.962 -4.419
H -5.848 -6.789 -5.775
H -7.229 -8.813 -5.279
H -7.797 -8.185 -3.706
H -4.882 -8.330 -4.148
H -5.922 -9.640 -3.327
H -5.834 -8.054 -2.671
C -5.589 11.677 6.301
C -4.950 11.227 4.990
C -3.426 10.757 5.154
C -2.847 10.496 3.795
N -1.310 10.047 3.781
C -1.119 8.816 4.617
C -1.594 7.577 3.889
C -1.492 7.982 2.403
C -1.012 9.551 2.411
C -0.289 11.130 4.160
C -0.544 12.474 3.453
C 0.793 13.235 3.245
H -6.588 12.104 6.219
H -4.944 12.366 6.847
H -5.726 10.760 6.874
H -4.849 12.076 4.314
H -5.611 10.496 4.524
H -3.253 9.987 5.907
H -2.868 11.579 5.602
H -2.886 11.447 3.264
H -3.418 9.759 3.232
H -0.035 8.718 4.689
H -1.454 8.900 5.651
H -0.875 6.775 4.051
H -2.645 7.355 4.076
H -0.778 7.376 1.845
H -2.463 7.895 1.916
H 0.061 9.530 2.225
H -1.521 10.053 1.588
H 0.671 10.715 3.853
H -0.251 11.243 5.243
H -1.209 13.076 4.071
H -1.050 12.332 2.498
H 0.573 14.133 2.667
H 1.550 12.734 2.641
H 1.262 13.459 4.203
C 6.977 4.876 4.017
O 8.144 4.744 4.823
O 6.888 6.286 3.869
C 6.989 3.904 2.769
F 5.763 3.930 2.171
F 7.909 4.163 1.874
F 7.266 2.634 3.083
C 8.331 3.507 5.590
C 9.671 3.603 6.338
H 10.531 3.539 5.671
H 9.821 4.564 6.831
H 9.633 2.801 7.076
H 8.502 2.637 4.956
H 7.576 3.192 6.310
H 6.135 4.572 4.639
*
```

## Properties
M ... 885.4 g mol⁻¹
Energy above the lowest of the compared OMol25 structures with the same formula, charge and spin ... 5.397 eV
HOMO ... -6.38 eV
Electronic energy ... -76811.378 eV

Here are the Löwdin charges for atoms 1 to 6, given in e: 0.06 -1.04 -0.07 -0.02 0.08 -0.11

=====

Entry 2:
Formula: C49H107O32P3
Source: the OMol25 dataset
Level of theory: wB97M-V/def2-TZVPD

```
! wB97M-V def2-TZVPD RIJCOSX def2/J DEFGRID3
* xyz 0 1
C 12.028 -0.087 6.988
O 11.002 -0.225 6.041
P 11.461 -0.602 4.532
O 12.925 -0.636 4.339
O 10.722 -1.976 4.238
C 10.706 -2.502 2.952
O 10.728 0.472 3.614
C 9.332 0.603 3.466
H 13.062 0.001 6.654
H 12.065 -0.891 7.723
H 11.734 0.771 7.591
H 9.707 -2.861 2.705
H 11.279 -3.424 2.854
H 10.996 -1.769 2.198
H 9.019 1.624 3.685
H 8.804 -0.016 4.192
H 9.089 0.254 2.462
C 2.501 -0.881 1.682
O 1.582 -1.517 0.879
P 1.727 -1.525 -0.715
O 2.807 -2.340 -1.320
O 1.742 0.094 -0.995
C 1.828 0.603 -2.312
O 0.256 -2.065 -1.200
C -0.878 -1.233 -0.820
H 3.222 -0.248 1.165
H 3.033 -1.582 2.325
H 2.021 -0.176 2.360
H 0.820 0.760 -2.696
H 2.330 -0.124 -2.951
H 2.510 1.452 -2.354
H -1.367 -0.824 -1.703
H -0.597 -0.403 -0.171
H -1.627 -1.758 -0.226
C -8.187 -4.626 3.374
O -8.895 -4.181 4.483
P -10.450 -3.678 4.435
O -10.755 -3.077 3.134
O -10.474 -2.729 5.770
C -9.957 -3.136 6.993
O -11.364 -5.015 4.777
C -12.713 -4.937 5.214
H -8.091 -5.710 3.316
H -7.181 -4.223 3.498
H -8.514 -4.292 2.390
H -10.765 -3.016 7.715
H -9.089 -2.539 7.272
H -9.635 -4.175 7.066
H -13.045 -4.052 5.756
H -12.915 -5.861 5.755
H -13.274 -4.916 4.279
O 3.609 -7.776 7.054
C 3.864 -6.678 6.581
O 2.961 -5.757 6.146
C 1.621 -6.049 6.262
C 0.992 -5.591 7.637
C 5.260 -6.195 6.526
H 1.531 -7.121 6.085
H 1.045 -5.542 5.488
H 1.571 -5.851 8.523
H -0.012 -6.010 7.704
H 0.900 -4.509 7.726
H 5.564 -5.720 5.593
H 5.791 -7.129 6.707
H 5.529 -5.637 7.423
O -7.635 1.616 2.820
C -6.865 0.896 2.167
O -5.820 0.198 2.662
C -5.483 0.177 4.086
C -4.113 -0.502 4.283
C -6.827 0.776 0.704
H -6.277 -0.371 4.593
H -5.482 1.193 4.481
H -3.905 -0.871 5.287
H -3.248 0.079 3.964
H -4.085 -1.390 3.651
H -7.244 1.691 0.282
H -7.491 -0.029 0.390
H -5.812 0.670 0.320
O 0.176 5.962 -7.476
C 0.514 7.145 -7.270
O 0.002 8.227 -7.842
C -0.876 8.074 -9.005
C -2.297 8.238 -8.562
C 1.504 7.530 -6.166
H -0.765 7.113 -9.508
H -0.447 8.734 -9.759
H -2.406 9.213 -8.088
H -2.637 7.598 -7.748
H -2.941 8.041 -9.419
H 2.516 7.338 -6.523
H 1.306 7.019 -5.224
H 1.431 8.608 -6.025
O -3.063 -1.419 -7.025
C -2.917 -0.715 -7.998
O -3.954 -0.274 -8.794
C -5.297 -0.426 -8.429
C -6.151 0.496 -9.354
C -1.554 -0.550 -8.582
H -5.482 -0.162 -7.388
H -5.592 -1.462 -8.591
H -5.939 0.277 -10.401
H -5.899 1.509 -9.040
H -7.224 0.361 -9.220
H -0.997 -1.439 -8.288
H -1.124 0.388 -8.230
H -1.657 -0.462 -9.664
O 8.044 5.626 -8.503
C 8.575 4.940 -9.366
O 8.691 3.598 -9.415
C 8.019 2.865 -8.431
C 6.538 2.621 -8.850
C 9.315 5.658 -10.529
H 8.023 3.234 -7.406
H 8.460 1.873 -8.332
H 5.934 3.524 -8.940
H 6.029 2.014 -8.102
H 6.520 2.117 -9.817
H 9.837 6.463 -10.012
H 8.676 6.171 -11.248
H 10.087 5.004 -10.934
O -0.990 5.230 -0.805
C -1.880 4.498 -0.483
O -2.926 4.216 -1.200
C -3.096 4.708 -2.544
C -4.366 4.220 -3.155
C -1.759 3.825 0.871
H -2.200 4.386 -3.074
H -3.136 5.795 -2.604
H -5.280 4.716 -2.829
H -4.415 3.137 -3.049
H -4.372 4.485 -4.212
H -1.448 4.552 1.621
H -0.963 3.083 0.797
H -2.651 3.225 1.052
O 4.781 2.743 6.949
C 4.978 3.601 7.782
O 4.072 4.226 8.521
C 2.683 4.096 8.284
C 2.076 3.136 9.297
C 6.394 4.040 8.112
H 2.464 3.607 7.335
H 2.265 5.103 8.268
H 2.293 3.513 10.296
H 2.418 2.101 9.283
H 1.001 3.141 9.118
H 7.016 3.192 7.825
H 6.584 4.207 9.173
H 6.630 4.908 7.496
O -9.287 -5.157 -3.356
C -8.475 -4.338 -3.767
O -8.801 -3.097 -4.240
C -10.144 -2.645 -4.298
C -10.213 -1.571 -5.380
C -7.044 -4.646 -3.579
H -10.485 -2.373 -3.299
H -10.890 -3.424 -4.457
H -11.179 -1.074 -5.287
H -10.076 -2.051 -6.349
H -9.493 -0.773 -5.201
H -6.492 -3.914 -4.169
H -6.822 -5.668 -3.887
H -6.811 -4.464 -2.530
O 5.965 4.451 -0.531
C 6.136 5.686 -0.511
O 5.668 6.597 0.415
C 4.993 6.165 1.614
C 5.217 7.169 2.722
C 6.799 6.433 -1.678
H 5.241 5.161 1.960
H 3.924 6.127 1.402
H 4.940 8.189 2.459
H 6.270 7.155 3.004
H 4.802 6.905 3.695
H 7.885 6.413 -1.588
H 6.388 7.433 -1.817
H 6.589 5.904 -2.607
O -1.542 -12.308 1.697
C -0.811 -11.476 2.125
O -0.674 -10.204 1.731
C -1.511 -9.678 0.698
C -1.597 -8.174 1.045
C 0.169 -11.732 3.235
H -2.470 -10.194 0.729
H -1.040 -9.770 -0.280
H -0.597 -7.821 1.299
H -2.279 -8.032 1.884
H -1.939 -7.515 0.247
H -0.252 -12.363 4.019
H 0.497 -10.819 3.731
H 1.083 -12.241 2.928
*
```

## Properties
M ... 1301.3 g mol⁻¹
HOMO ... -10.13 eV
Electronic energy ... -145939.692 eV

Here are the Löwdin charges for atoms 1 to 6, given in e: -0.14 -0.20 0.41 -0.23 -0.20 -0.13